--- 1 ---
Computed, not measured: a molecular structure, CH5NOS2, with ωB97M-V/def2-TZVPD.

Last column: natural (NBO) charge in e.
Positions of all 10 atoms, in Å:
C1 1.11 -0.32 -0.69  -0.828
N1 0.26 1.43 0.85  -0.912
O1 -1.38 -0.81 0.13  -0.836
S1 0.60 -0.10 0.97  0.851
S2 -2.13 0.32 -0.81  0.102
H1 2.22 -0.50 -0.89  0.247
H2 0.75 0.55 -1.17  0.267
H3 0.50 -1.28 -1.07  0.255
H4 -0.13 1.74 1.75  0.356
H5 -1.80 -1.03 0.94  0.498

multiplicity = 1
LUMO (alpha / beta) = -1.2 / -0.3 eV
Kohn-Sham gap (alpha / beta) = 6.2515 / 8.2011 eV

--- 2 ---
Computed, not measured: CH5NOS2 in the gas phase, with ωB97M-V/def2-TZVPD.

Last column: natural (NBO) charge in e.
Positions of all 10 atoms, in Å:
C1 -0.08 0.57 -0.92  -0.742
N1 -1.36 -1.53 -0.85  -1.003
O1 1.68 -1.57 1.55  -0.843
S1 -1.20 -0.15 0.38  0.475
S2 0.21 -1.84 1.50  0.582
H1 0.84 1.01 -0.39  0.241
H2 -0.68 1.21 -1.60  0.236
H3 0.16 -0.28 -1.61  0.271
H4 -0.70 -2.27 -0.43  0.390
H5 -2.28 -1.80 -1.25  0.392

multiplicity = 1
LUMO (alpha / beta) = -0.6 / -0.6 eV
Kohn-Sham gap (alpha / beta) = 7.0441 / 7.0436 eV

2 (43.8 kJ/mol below the next structure)